# 1
Computed, not measured: a cluster of 2 separate species, C14H20BCl2FNO4S in total, with ωB97M-V/def2-TZVPD.

Properties
total charge: +1
LUMO level: -4.543 eV
DFT total energy: -2344.31357 a.u.

Structure (XYZ):
```
44
Properties=species:S:1:pos:R:3:forces:R:3:lowdin_charge:R:1
C 3.43239 0.36734 -1.63266 -0.02 -0.03 0.04 -0.0053
O 2.14523 0.13656 -2.22890 0.10 0.01 -0.18 0.0657
B 1.00608 0.39647 -1.57577 -0.09 -0.04 0.30 -0.7188
O 0.92175 0.87204 -0.28688 -0.05 0.09 -0.08 0.1062
C -0.31343 0.07735 -2.42474 0.04 -0.17 -0.20 -0.1442
C -0.13712 -1.09534 -3.41595 -0.05 -0.04 0.25 -0.0578
C -1.51718 -1.56978 -3.59982 -0.08 -0.15 -0.24 0.0673
N -2.30705 -1.13497 -2.69320 0.06 0.35 0.16 0.1335
C -1.63724 -0.22219 -1.69876 -0.33 -0.12 -0.03 -0.3745
C -2.58856 0.97602 -1.45962 0.02 0.07 -0.01 -0.6145
Cl -4.14293 0.38812 -0.78620 0.06 -0.07 -0.07 0.7692
C -2.08245 2.14186 -0.59596 -0.07 -0.25 0.23 -0.6801
C -3.17396 3.15892 -0.27174 0.04 0.05 -0.07 -0.1338
Cl -0.75940 2.98336 -1.48205 -0.24 0.41 -0.11 0.7718
S -1.40503 -1.43182 -0.29963 0.24 0.64 -0.08 0.6663
O -0.15612 -2.04949 -0.55611 0.26 -0.10 0.14 -0.1882
O -2.59334 -2.17289 -0.13783 -0.29 -0.29 0.08 -0.2291
F -1.24808 -0.51606 0.94423 -0.10 -0.07 -0.28 -0.0956
H 3.57347 1.42947 -1.42900 0.00 -0.05 -0.01 0.1009
H 3.51818 -0.20200 -0.70703 0.03 0.05 -0.04 0.1036
H 4.17616 0.03317 -2.35086 -0.01 0.02 0.06 0.0999
H 1.14115 1.80437 -0.15866 0.13 -0.28 0.09 0.1034
H -0.50511 0.97241 -3.02831 0.04 -0.10 0.06 0.1267
H 0.38866 -0.84914 -4.33636 -0.10 0.01 0.00 0.1536
H 0.39568 -1.93612 -2.94853 0.10 0.03 -0.12 0.1523
H -1.89232 -2.23759 -4.36972 0.05 -0.02 0.06 0.1737
H -3.28628 -1.39437 -2.58484 0.05 -0.03 0.04 0.1638
H -2.83364 1.36086 -2.45388 0.07 0.03 0.05 0.1239
H -1.64943 1.73247 0.31691 0.14 0.20 -0.09 0.1014
H -3.69916 2.87876 0.64008 -0.04 -0.04 -0.09 0.0831
H -2.72591 4.13933 -0.12184 0.02 -0.07 0.09 0.0754
H -3.89466 3.24421 -1.08645 0.04 0.01 0.02 0.0839
C 1.76132 -0.51651 2.79468 0.02 0.02 0.03 -0.0965
C 2.65209 0.12027 3.64928 0.00 0.00 0.00 -0.0934
C 2.87645 -0.38360 4.92272 -0.01 0.00 -0.01 -0.0895
C 2.21185 -1.52850 5.33989 0.01 0.00 0.00 -0.0879
C 1.32346 -2.16628 4.48576 -0.04 -0.02 0.00 -0.0885
C 1.09400 -1.65836 3.21379 0.03 -0.06 0.09 -0.0965
H 1.58928 -0.12130 1.80434 -0.02 0.01 -0.07 0.0705
H 3.17445 1.01117 3.32276 0.00 0.00 0.00 0.0991
H 3.56901 0.11370 5.58920 0.00 0.00 0.00 0.1039
H 2.38795 -1.92573 6.33095 0.00 0.00 0.00 0.1046
H 0.81003 -3.06152 4.81237 0.00 0.01 0.00 0.1035
H 0.39978 -2.16469 2.55438 0.02 0.01 -0.02 0.0871
```
Forces are in eV/Å.


# 2
Computed, not measured: a structure of composition C14H20BCoN3 in a non-equilibrium geometry, with ωB97M-V/def2-TZVPD.

Properties
LUMO level (alpha / beta): -1.037 / -1.040 eV
DFT total energy: -2117.25086 a.u.
energy above the lowest of the compared OMol25 structures with the same formula, charge and spin: 0.0 kJ/mol
2S+1: 4

Structure (XYZ):
```
39
Properties=species:S:1:pos:R:3:forces:R:3:lowdin_charge:R:1
C 1.08298 -0.87602 -2.53289 0.68 -0.26 -1.12 -0.1647
C -0.39018 -1.26035 -2.77895 -0.07 -0.12 -1.53 -0.1707
H 1.30097 0.16833 -2.77275 -0.20 -0.17 0.04 0.0707
H 1.70568 -1.47819 -3.21113 -0.20 0.09 0.22 0.1006
H 1.52872 -1.10793 -1.54504 0.22 0.07 -0.58 0.0414
H -1.13674 -0.52720 -2.42903 0.23 -0.22 0.05 0.0776
H -0.52294 -1.31083 -3.87316 -0.09 0.24 0.29 0.0896
H -0.62747 -2.26458 -2.42236 0.04 0.29 -0.01 0.0518
C 1.67873 1.70614 -0.61626 -0.72 0.39 0.31 -0.0878
C 1.93264 3.04998 -0.31941 -0.19 -0.29 0.03 -0.0262
C 0.93155 3.80897 0.30124 0.12 -0.36 -0.30 -0.0412
C -0.27833 3.20040 0.61760 -0.07 -0.64 -0.08 0.0048
H 2.42895 1.06442 -1.08185 -0.18 0.26 0.19 0.1190
H 2.90235 3.47123 -0.58317 -0.30 -0.04 0.16 0.1130
H 1.09219 4.86209 0.52311 -0.01 -0.25 0.00 0.1139
H -1.08181 3.73217 1.12020 0.33 0.07 -0.11 0.1048
N 0.49399 1.12871 -0.34881 -0.09 1.54 0.18 0.0545
C -0.46997 1.84526 0.29359 1.83 0.54 -0.65 -0.1780
C -1.64832 1.07385 0.64643 -1.37 -1.62 0.35 -0.1623
N -1.59024 -0.26265 0.31123 -2.34 2.03 1.14 0.0327
C -2.63739 -1.05238 0.63825 0.51 0.72 0.13 -0.0694
C -3.82195 0.77997 1.65848 0.29 -0.29 -0.14 -0.0422
C -3.75353 -0.57312 1.32374 0.23 0.09 -0.22 -0.0315
H -2.51329 -2.09549 0.36093 -0.14 0.22 0.09 0.0943
H -4.53872 -1.27612 1.58128 0.03 0.20 -0.02 0.1111
C -2.75360 1.60608 1.32790 0.53 0.01 -0.35 0.0023
H -2.73534 2.66702 1.58715 -0.24 -0.45 -0.03 0.1081
H -4.68563 1.18412 2.17586 0.11 -0.07 -0.02 0.1133
Co 0.03052 -0.94838 -0.50470 -1.26 -0.60 0.05 0.4000
C -0.32790 -2.86601 -0.15206 -0.45 -1.27 -0.35 -0.2603
H -1.19021 -3.29363 -0.68596 0.10 -0.37 0.09 -0.0208
H -0.46324 -3.04338 0.92680 0.08 0.01 -0.24 0.0040
H 0.59190 -3.39615 -0.45549 -0.36 -0.11 0.09 0.0060
B 3.69034 -1.30579 2.09732 0.80 -0.24 0.66 -0.4332
C 2.39767 -1.23060 1.29144 -2.03 0.19 -1.50 -0.1602
N 1.42043 -1.16800 0.64855 4.21 0.34 3.22 0.0185
H 4.22127 -2.36067 1.78509 -0.01 0.17 0.11 0.0078
H 3.34193 -1.30829 3.26945 0.17 0.01 -0.14 0.0084
H 4.39399 -0.34298 1.82739 -0.17 -0.11 0.01 0.0005
```
Forces are in eV/Å.


# 3
Computed, not measured: a structure of composition C14H20BrMnN4O2 in a non-equilibrium geometry, with ωB97M-V/def2-TZVPD.

Properties
total charge: +1
LUMO level (alpha / beta): -3.372 / -3.527 eV
DFT total energy: -4639.82822 a.u.
energy above the lowest of the compared OMol25 structures with the same formula, charge and spin: 143.5 kJ/mol
2S+1: 6

Structure (XYZ):
```
42
Properties=species:S:1:pos:R:3:forces:R:3:lowdin_charge:R:1
Mn 10.46609 10.98164 5.89197 -0.17 1.50 0.76 0.8931
C 12.57399 5.77345 5.07741 0.33 -0.42 -0.87 -0.0358
C 12.82472 7.18759 5.55010 -0.01 -0.27 0.50 -0.2260
C 14.12428 7.70900 5.72299 0.08 0.95 0.39 0.0229
C 14.31676 9.01797 6.18982 1.24 0.07 0.34 -0.0772
C 13.20073 9.84047 6.30752 0.76 -1.31 -0.69 -0.7641
Br 13.46720 11.66837 6.55374 -0.21 0.45 0.31 0.9219
N 11.99423 9.36632 6.11610 -1.72 -0.37 0.37 -0.0604
C 11.76600 8.02499 5.88013 1.22 1.38 0.09 -0.0606
H 11.75523 5.28132 5.59864 -0.26 0.29 -0.06 0.0838
H 13.41597 5.06382 5.18239 -0.08 0.76 0.10 0.0927
H 12.35588 5.79571 3.98060 -0.04 -0.06 0.83 0.1024
H 15.00570 7.10486 5.52451 -0.24 -0.08 0.07 0.1306
H 15.31161 9.47713 6.50004 -1.30 -1.05 -0.81 0.1360
H 10.72739 7.72652 5.97609 0.14 -0.14 -0.35 0.1265
N 11.08493 12.31284 4.22580 -0.77 -0.47 -0.41 -0.0608
C 11.07916 13.73499 4.59114 0.11 1.40 0.85 -0.2652
C 9.79442 14.22661 5.26930 -0.64 -0.28 1.80 -0.0940
C 9.66968 13.80274 6.81364 0.86 0.08 0.86 -0.5779
O 9.72555 14.63321 7.71784 -0.28 -1.02 -1.75 0.0492
O 9.57296 12.48459 7.05737 0.56 0.43 -1.18 -0.2225
H 12.01972 12.05687 3.92566 -0.03 0.08 -0.32 0.0741
H 10.44025 12.24993 3.40654 0.78 -0.36 0.84 0.1215
H 11.15079 14.29740 3.66488 0.47 0.32 0.01 0.1146
H 11.92482 13.98863 5.27907 -0.44 -0.37 -0.81 0.1144
H 8.92352 13.75926 4.79278 0.04 0.33 -0.22 0.1029
H 9.71545 15.34522 5.25157 0.15 -1.12 -0.18 0.1341
C 5.48780 9.59923 6.76298 -0.46 0.53 1.03 -0.0116
C 6.76922 9.63968 6.05634 2.47 -1.29 -1.44 -0.2744
C 7.47771 8.67351 5.27977 -0.05 0.16 -1.89 0.0446
C 8.52473 9.42140 4.56046 -1.71 -1.73 3.22 -0.3266
N 8.56226 10.64877 5.10245 -0.20 -0.10 -0.43 -0.0679
N 7.51960 10.76176 5.96328 -0.57 0.58 0.50 0.0411
C 9.54784 8.89639 3.59779 1.18 1.49 -0.73 -0.0453
H 5.46920 9.02438 7.70363 0.40 0.33 -0.27 0.1024
H 4.72384 9.14198 6.15650 -0.25 0.01 -0.42 0.0877
H 5.21675 10.64951 6.96665 -0.25 -0.55 0.13 0.0979
H 7.21182 7.58935 5.03674 0.18 1.91 0.56 0.1345
H 7.40991 11.62888 6.55110 0.51 -1.17 -1.06 0.1893
H 10.65184 9.08349 3.88510 -1.80 -0.11 -0.31 0.0732
H 9.38685 9.43105 2.62791 0.24 -0.57 0.57 0.1004
H 9.46305 7.83450 3.42087 -0.25 -0.22 0.06 0.0784
```
Forces are in eV/Å.


Number 1: molecular weight 399.10 g/mol. Number 2: molecular weight 300.08 g/mol. Number 3: molecular weight 411.18 g/mol.